Entry 1:
# C38H94O29P6

11 unconnected molecules or ions with the total composition C38H94O29P6 at a distorted geometry (ωB97M-V/def2-TZVPD, the Open Molecules 2025 dataset).

Output
SMILES: COP(=O)(OC)OC.COP(=O)(OC)OC.COP(=O)(OC)OC.COP(=O)(OC)OC.COP(=O)(OC)OC.COP(=O)(OC)OC.C1CCOC1.C1CCOC1.C1CCOC1.C1CCOC1.C1CCOC1
E_LUMO: 0.0 eV
ΔE to the lowest compared entry with this formula, charge and spin: 335.9 kJ/mol

Cartesian coordinates (Å):
C  -10.66  42.14  -13.12
O  -9.90  41.02  -12.67
P  -10.04  40.46  -11.15
O  -11.37  39.86  -10.84
O  -8.80  39.39  -11.10
C  -8.98  38.26  -10.28
O  -9.47  41.69  -10.22
C  -8.12  41.99  -10.16
H  -10.55  42.38  -14.18
H  -10.39  43.05  -12.58
H  -11.73  42.00  -13.02
H  -8.95  37.27  -10.74
H  -9.92  38.22  -9.74
H  -8.28  38.29  -9.45
H  -7.59  41.18  -9.64
H  -7.90  42.85  -9.53
H  -7.76  42.17  -11.17
C  -6.78  28.91  -20.07
O  -6.69  28.43  -18.73
P  -7.23  26.94  -18.28
O  -8.09  26.27  -19.28
O  -5.92  26.23  -17.69
C  -5.17  26.76  -16.54
O  -8.01  27.25  -16.92
C  -9.12  28.17  -16.89
H  -5.95  29.51  -20.43
H  -7.69  29.42  -20.39
H  -6.65  28.10  -20.79
H  -5.57  27.71  -16.20
H  -4.18  26.95  -16.96
H  -5.13  25.96  -15.81
H  -8.81  29.16  -16.52
H  -9.89  27.88  -16.17
H  -9.54  28.31  -17.88
C  -9.37  19.11  -12.53
O  -9.13  18.07  -11.64
P  -10.29  17.44  -10.71
O  -11.01  18.36  -9.80
O  -9.56  16.22  -9.87
C  -10.32  15.49  -8.93
O  -11.24  16.63  -11.73
C  -10.71  15.59  -12.53
H  -10.37  19.51  -12.39
H  -9.31  18.85  -13.59
H  -8.66  19.92  -12.39
H  -11.40  15.66  -8.98
H  -10.11  15.75  -7.90
H  -10.21  14.41  -9.00
H  -10.96  14.67  -11.99
H  -9.65  15.77  -12.65
H  -11.13  15.67  -13.53
C  -4.30  25.88  -3.75
O  -4.75  24.58  -3.50
P  -6.34  24.26  -3.28
O  -6.96  25.05  -2.17
O  -7.05  24.34  -4.77
C  -8.36  23.78  -4.92
O  -6.28  22.65  -3.05
C  -5.76  21.84  -4.10
H  -5.16  26.55  -3.74
H  -3.82  25.88  -4.73
H  -3.59  26.24  -3.01
H  -8.98  24.60  -5.30
H  -8.81  23.36  -4.02
H  -8.42  23.01  -5.68
H  -5.18  22.40  -4.84
H  -6.60  21.43  -4.66
H  -5.17  21.00  -3.73
C  -5.20  25.30  -9.70
O  -5.32  26.39  -10.56
P  -6.19  27.65  -10.01
O  -5.54  28.32  -8.83
O  -6.25  28.53  -11.39
C  -6.82  29.84  -11.32
O  -7.71  27.13  -9.78
C  -8.50  26.67  -10.84
H  -5.41  25.47  -8.64
H  -4.13  25.10  -9.73
H  -5.66  24.37  -10.02
H  -7.82  29.86  -11.75
H  -6.19  30.53  -11.89
H  -6.85  30.22  -10.29
H  -8.94  25.76  -10.44
H  -7.92  26.35  -11.71
H  -9.25  27.40  -11.15
C  1.87  24.74  -7.73
O  1.40  25.78  -8.57
P  2.33  27.14  -8.80
O  3.79  26.89  -9.07
O  1.61  27.99  -10.00
C  0.27  27.78  -10.16
O  1.98  28.03  -7.51
C  2.65  27.84  -6.31
H  1.85  23.75  -8.19
H  1.17  24.68  -6.90
H  2.85  24.87  -7.26
H  -0.02  26.92  -10.76
H  -0.16  28.60  -10.74
H  -0.29  27.75  -9.23
H  3.62  27.35  -6.43
H  2.03  27.30  -5.59
H  2.88  28.85  -5.97
C  -1.39  32.61  -5.99
C  -1.38  33.97  -5.36
C  -0.86  34.84  -6.49
O  -1.31  34.24  -7.66
C  -1.63  32.88  -7.47
H  -2.14  31.92  -5.60
H  -0.41  32.15  -5.87
H  -0.72  34.16  -4.52
H  -2.38  34.25  -5.04
H  0.23  34.80  -6.43
H  -1.20  35.87  -6.39
H  -0.97  32.24  -8.06
H  -2.70  32.79  -7.65
C  -1.86  32.28  -15.79
C  -0.37  32.48  -15.80
C  -0.11  31.67  -17.04
O  -1.17  32.00  -17.96
C  -2.30  32.42  -17.25
H  -2.35  33.05  -15.21
H  -2.22  31.33  -15.38
H  0.07  32.08  -14.88
H  -0.10  33.53  -15.83
H  -0.25  30.63  -16.74
H  0.90  31.65  -17.44
H  -3.15  31.76  -17.41
H  -2.39  33.50  -17.42
C  -7.54  32.27  -3.95
C  -8.79  33.13  -3.89
C  -8.89  33.49  -2.45
O  -7.65  33.22  -1.85
C  -7.10  32.12  -2.50
H  -6.84  32.86  -4.55
H  -7.59  31.28  -4.40
H  -9.54  32.52  -4.39
H  -8.65  34.04  -4.47
H  -9.56  32.77  -1.98
H  -9.34  34.46  -2.26
H  -7.65  31.29  -2.06
H  -6.04  31.89  -2.40
C  -14.74  31.75  -9.89
C  -14.64  32.69  -11.05
C  -13.14  32.45  -11.37
O  -12.51  32.34  -10.07
C  -13.45  31.87  -9.08
H  -14.94  30.75  -10.28
H  -15.52  32.22  -9.29
H  -14.80  33.72  -10.72
H  -15.34  32.37  -11.81
H  -12.68  33.28  -11.91
H  -12.97  31.55  -11.96
H  -13.63  32.65  -8.34
H  -13.24  30.96  -8.51
C  -2.25  17.73  -10.66
C  -1.32  18.04  -9.42
C  -2.19  17.43  -8.31
O  -3.53  17.71  -8.62
C  -3.69  17.80  -10.07
H  -2.07  16.69  -10.93
H  -2.13  18.35  -11.55
H  -1.23  19.12  -9.35
H  -0.30  17.65  -9.47
H  -1.96  17.88  -7.34
H  -1.94  16.37  -8.27
H  -4.19  18.77  -10.14
H  -4.38  17.06  -10.47


Entry 2:
# C38H94O34P6

11 unconnected molecules or ions with the total composition C38H94O34P6 at a distorted geometry (ωB97M-V/def2-TZVPD, the Open Molecules 2025 dataset).

Output
SMILES: COP(=O)(OC)OC.COP(=O)(OC)OC.COP(=O)(OC)OC.COP(=O)(OC)OC.COP(=O)(OC)OC.COP(=O)(OC)OC.CCOC(C)=O.CCOC(C)=O.CCOC(C)=O.CCOC(C)=O.CCOC(C)=O
E_LUMO: 0.1 eV
ΔE to the lowest compared entry with this formula, charge and spin: 319.7 kJ/mol

Cartesian coordinates (Å):
C  -3.57  -10.98  -3.51
O  -3.54  -9.60  -3.93
P  -4.89  -8.72  -4.11
O  -4.66  -7.25  -4.29
O  -5.70  -9.44  -5.30
C  -5.13  -9.56  -6.55
O  -5.73  -9.05  -2.78
C  -5.37  -8.51  -1.46
H  -2.90  -11.25  -2.69
H  -3.32  -11.72  -4.26
H  -4.57  -11.21  -3.14
H  -5.20  -10.58  -6.92
H  -4.05  -9.43  -6.47
H  -5.54  -8.80  -7.22
H  -4.32  -8.25  -1.33
H  -5.70  -9.21  -0.70
H  -5.92  -7.58  -1.32
C  -6.09  4.90  -0.58
O  -6.98  5.77  -1.25
P  -6.27  6.40  -2.58
O  -5.00  7.17  -2.40
O  -7.55  7.25  -3.24
C  -8.81  6.67  -3.24
O  -6.15  5.04  -3.49
C  -5.46  5.16  -4.68
H  -6.33  4.92  0.49
H  -5.02  5.11  -0.62
H  -6.20  3.88  -0.94
H  -9.56  7.39  -2.92
H  -8.84  5.76  -2.64
H  -9.02  6.47  -4.29
H  -6.14  4.86  -5.48
H  -4.67  4.41  -4.75
H  -5.17  6.19  -4.89
C  2.51  6.90  -4.76
O  3.75  6.36  -5.32
P  5.11  7.29  -5.49
O  6.26  6.71  -6.22
O  5.36  7.81  -3.95
C  6.42  7.36  -3.12
O  4.47  8.55  -6.30
C  4.13  8.40  -7.70
H  1.98  6.13  -4.20
H  1.88  7.28  -5.56
H  2.66  7.77  -4.12
H  7.33  7.94  -3.29
H  6.74  6.34  -3.33
H  6.11  7.19  -2.08
H  4.54  9.27  -8.22
H  3.05  8.44  -7.81
H  4.56  7.54  -8.20
C  2.95  -6.07  -3.52
O  4.09  -6.35  -4.32
P  5.47  -5.73  -3.81
O  5.48  -4.28  -3.50
O  5.89  -6.65  -2.52
C  5.74  -6.09  -1.20
O  6.60  -6.23  -4.92
C  7.81  -5.44  -4.93
H  2.63  -6.90  -2.89
H  2.22  -5.87  -4.30
H  3.05  -5.27  -2.78
H  5.55  -6.90  -0.50
H  5.02  -5.27  -1.13
H  6.68  -5.67  -0.86
H  7.54  -4.54  -5.49
H  8.60  -6.02  -5.41
H  8.11  -5.10  -3.94
C  -4.59  -0.31  8.43
O  -5.15  -1.13  9.48
P  -5.45  -2.67  9.26
O  -4.42  -3.39  8.45
O  -5.73  -3.21  10.75
C  -6.75  -2.73  11.64
O  -6.91  -2.67  8.54
C  -7.11  -2.29  7.20
H  -3.89  0.46  8.75
H  -5.41  0.22  7.96
H  -4.10  -0.93  7.68
H  -6.27  -2.22  12.47
H  -7.32  -3.54  12.09
H  -7.45  -2.11  11.08
H  -7.51  -1.28  7.12
H  -7.74  -3.05  6.73
H  -6.21  -2.18  6.59
C  2.54  1.07  -0.54
O  1.27  0.38  -0.60
P  0.51  -0.23  0.71
O  0.65  0.67  1.88
O  -1.03  -0.38  0.17
C  -1.40  -1.09  -0.99
O  1.03  -1.77  0.88
C  0.44  -2.66  1.79
H  3.01  1.01  0.44
H  2.57  2.15  -0.69
H  3.21  0.49  -1.17
H  -0.65  -1.76  -1.41
H  -1.71  -0.42  -1.79
H  -2.26  -1.66  -0.66
H  -0.45  -2.26  2.27
H  1.09  -2.98  2.61
H  0.12  -3.55  1.25
C  10.56  0.47  -0.75
C  10.24  -0.73  0.15
O  10.63  -0.48  1.52
C  9.99  0.42  2.28
C  10.50  0.46  3.75
O  8.95  1.06  2.01
H  11.63  0.68  -0.72
H  10.03  1.35  -0.38
H  10.22  0.30  -1.77
H  9.20  -1.06  0.21
H  10.79  -1.62  -0.17
H  11.57  0.44  3.91
H  9.97  -0.25  4.39
H  10.19  1.46  4.05
C  1.98  5.78  6.02
C  3.44  5.54  6.03
O  3.81  5.44  7.38
C  5.06  5.62  7.74
C  5.28  5.55  9.21
O  5.95  6.04  7.03
H  1.75  6.79  6.35
H  1.42  5.08  6.64
H  1.68  5.69  4.97
H  3.75  4.58  5.62
H  3.91  6.37  5.49
H  6.29  5.89  9.43
H  5.15  4.52  9.53
H  4.48  6.11  9.72
C  3.61  -0.94  9.40
C  4.82  -1.47  8.57
O  5.51  -2.47  9.32
C  6.54  -2.07  10.11
C  7.12  -3.17  10.96
O  6.78  -0.91  10.38
H  2.93  -1.76  9.60
H  3.06  -0.18  8.86
H  3.89  -0.59  10.40
H  4.45  -1.94  7.66
H  5.45  -0.64  8.25
H  8.15  -2.92  11.25
H  7.22  -4.08  10.37
H  6.57  -3.37  11.88
C  0.48  -0.20  -8.27
C  0.89  1.19  -7.69
O  0.25  2.31  -8.39
C  0.61  2.68  -9.59
C  -0.32  3.73  -10.20
O  1.43  2.04  -10.26
H  0.92  -0.96  -7.62
H  0.90  -0.46  -9.24
H  -0.61  -0.28  -8.33
H  0.63  1.30  -6.63
H  1.95  1.31  -7.89
H  -0.12  3.80  -11.27
H  -0.43  4.67  -9.67
H  -1.34  3.35  -10.06
C  -10.05  -0.84  -1.29
C  -10.31  0.13  -2.46
O  -11.64  0.02  -2.88
C  -12.58  0.81  -2.32
C  -13.97  0.54  -2.91
O  -12.40  1.63  -1.42
H  -10.80  -0.64  -0.52
H  -9.09  -0.83  -0.78
H  -10.24  -1.85  -1.66
H  -10.00  1.13  -2.16
H  -9.64  -0.14  -3.28
H  -14.15  1.29  -3.68
H  -14.69  0.68  -2.10
H  -14.04  -0.47  -3.31


no.,Kohn-Sham gap (eV)
1,9.39
2,10.11